# 1
Molecular formula: C12H32AuIOP2Si
Method: DFT, the ωB97M-V functional and the def2-TZVPD basis

Last column: natural (NBO) charge in e.
Element x y z (Å)
Au -0.102 0.100 -0.622  0.947
I -1.078 -0.112 -3.286  0.156
P 0.559 2.387 -1.042  0.879
P 0.590 -2.219 -0.619  1.047
Si -0.844 -0.080 2.961  1.598
O -3.270 -0.245 -0.726  -0.362
C 0.431 -0.014 -4.869  -0.692
C -0.930 3.324 -1.481  -0.961
C 0.331 0.346 1.521  -1.127
C 1.610 -2.584 -2.069  -0.970
C -0.874 -3.288 -0.746  -0.971
C 1.515 -2.867 0.802  -0.970
C -0.678 1.130 4.403  -1.101
C -0.534 -1.831 3.606  -1.118
C -2.133 -0.065 -0.737  0.447
C 1.367 3.367 0.263  -0.956
C 1.670 2.495 -2.469  -0.955
C -2.642 0.012 2.430  -1.111
H 1.567 -3.964 0.754  0.284
H 1.129 -2.212 -2.983  0.255
H 0.526 -2.007 3.839  0.242
H -1.021 2.135 4.114  0.244
H 1.047 -2.580 1.752  0.280
H 2.580 1.919 -2.247  0.258
H -0.578 -4.345 -0.718  0.275
H 0.300 -0.935 -5.444  0.255
H 1.199 2.079 -3.368  0.247
H -0.883 -2.585 2.885  0.222
H 1.750 4.307 -0.158  0.276
H 1.943 3.545 -2.643  0.269
H 1.783 -3.667 -2.167  0.283
H -1.312 0.784 5.236  0.265
H -0.665 4.367 -1.702  0.269
H 1.265 -0.230 1.601  0.234
H -1.409 -3.090 -1.681  0.262
H 2.581 -2.082 -1.950  0.265
H -1.421 2.875 -2.353  0.258
H -3.267 -0.061 3.333  0.276
H 0.589 1.415 1.559  0.217
H -1.112 -1.954 4.535  0.274
H 1.450 0.076 -4.485  0.236
H -1.628 3.301 -0.633  0.258
H -1.548 -3.089 0.097  0.262
H -2.850 0.973 1.938  0.229
H 2.205 2.798 0.686  0.264
H 0.356 1.205 4.771  0.252
H 2.537 -2.471 0.777  0.268
H -2.911 -0.810 1.754  0.217
H 0.655 3.599 1.066  0.267
H 0.156 0.850 -5.486  0.256

Computed properties:
energy above the lowest of the compared OMol25 structures with the same formula, charge and spin: 0.0 kcal/mol
orbital gap (spin up / spin down): 6.549 / 5.051 eV
<S²>: 2.013
net charge: +2
spin multiplicity: 3
LUMO (spin up / spin down): -6.967 / -10.581 eV
HOMO (spin up / spin down): -13.52 / -15.63 eV

---

# 2
Molecular formula: C12H32B2F8O12PtS4
Method: DFT, the ωB97M-V functional and the def2-TZVPD basis

Last column: Löwdin charge in e.
Element x y z (Å)
Pt 1.493 0.947 0.960  1.492
S -4.782 -2.630 -0.176  0.660
S 2.573 -2.406 0.460  0.765
S -1.619 1.834 2.976  0.758
S 2.659 2.000 -2.364  0.734
F -2.119 0.483 -0.239  0.204
F -0.066 1.238 -0.383  0.099
F 1.459 3.112 0.815  0.050
F 1.430 4.530 -0.919  0.133
F 1.357 5.349 1.224  0.176
F -0.381 4.307 0.357  0.130
F -0.616 -0.641 -1.489  0.148
F -0.324 -0.598 0.759  0.048
O -5.349 -1.416 0.411  -0.300
O 2.159 -0.994 0.252  -0.437
O 3.404 3.195 -2.674  -0.237
O 3.471 -2.954 -0.773  -0.236
O -2.270 0.687 3.595  -0.285
O -3.698 -3.273 0.851  -0.269
O -0.405 1.640 2.173  -0.371
O 3.486 0.773 -3.171  -0.277
O 3.209 -2.818 1.736  -0.271
O 2.541 1.434 -1.041  -0.371
O -1.358 2.999 4.138  -0.245
O -5.668 -3.707 -0.611  -0.296
C -1.666 2.445 6.370  -0.057
C 3.470 -2.135 -1.972  -0.214
C 3.968 1.014 -4.449  -0.299
C -2.323 -3.125 2.760  -0.051
C -3.001 2.681 1.997  -0.044
C 2.139 -2.366 -2.778  -0.054
C -2.283 3.160 5.165  -0.312
C 4.677 -0.281 -4.975  -0.047
C 1.045 1.912 -3.280  -0.042
C -2.640 -2.484 1.382  -0.265
C 1.089 -3.524 0.184  -0.055
C -3.661 -2.154 -1.524  -0.099
B 1.002 4.338 0.386  -1.370
B -0.823 0.118 -0.341  -1.443
H 0.374 -3.099 0.888  0.043
H 0.605 -3.509 -0.792  0.067
H 0.824 0.849 -3.189  0.062
H 4.012 -1.091 -5.274  0.063
H 1.216 2.347 -4.264  0.075
H 3.266 1.379 -5.199  0.115
H -4.257 -2.266 -2.430  0.070
H 3.400 -1.055 -1.847  0.078
H 4.348 -2.460 -2.531  0.125
H 5.252 -0.692 -4.145  0.070
H 1.341 -4.540 0.490  0.079
H -2.864 -2.895 -1.592  0.071
H -2.327 4.234 5.346  0.124
H -1.580 -2.586 3.347  0.075
H 4.721 1.798 -4.528  0.116
H 0.255 2.450 -2.755  0.081
H 5.335 -0.077 -5.821  0.079
H -3.337 2.934 5.006  0.122
H -3.202 -3.160 3.405  0.081
H -3.218 2.282 1.007  0.066
H -1.795 -2.543 0.697  0.088
H -2.065 1.442 6.219  0.075
H 1.270 -1.940 -2.276  0.052
H -2.780 3.732 1.809  0.072
H -3.281 -1.153 -1.322  0.050
H -0.595 2.644 6.411  0.087
H 2.238 -2.024 -3.808  0.070
H -2.833 -1.433 1.602  0.111
H -3.854 2.515 2.656  0.060
H -1.990 2.832 7.336  0.076
H 1.969 -3.432 -2.933  0.078
H -2.026 -4.172 2.695  0.072

Computed properties:
energy above the lowest of the compared OMol25 structures with the same formula, charge and spin: 89.3 kcal/mol
orbital gap (spin up / spin down): 9.736 / 8.005 eV
<S²>: 2.002
spin multiplicity: 3
LUMO (spin up / spin down): -1.231 / -2.962 eV
HOMO (spin up / spin down): -10.97 / -10.97 eV